This record from the OMol25 dataset describes C15H20N6 in the gas phase at a distorted geometry. The level of theory is the ωB97M-V functional and the def2-TZVPD basis.

The calculation puts the lowest unoccupied orbital energy at -0.1 eV. The energy is -911.97874 Ha. Its multiplicity is 1. Its HOMO energy is -7.8 eV. The strongest force on any atom is 4.90 eV Å⁻¹. For the energy relative to the best compared isomer or geometry (same formula, charge and spin), the calculation gives 350.33 kJ/mol.

Each atom is followed by the atoms it is bonded to, with distances in Å.
Element x y z (Å)
1 C -1.547 0.166 -4.809  N2 1.461, H22 1.067, H23 1.068, H24 1.055
2 N -0.204 0.455 -4.312  C1 1.461, C3 1.474, C4 1.429
3 C 0.914 0.330 -5.264  N2 1.474, H25 1.091, H26 1.113, H27 1.088
4 C 0.150 0.162 -2.959  N2 1.429, C5 1.401, N21 1.293
5 C -0.681 -0.709 -2.242  C4 1.401, C6 1.394, H28 1.133
6 C -0.454 -0.949 -0.888  C5 1.394, N7 1.404, N16 1.365
7 N -1.246 -1.812 -0.113  C6 1.404, N8 1.270
8 N -1.043 -1.688 1.134  N7 1.270, C9 1.515
9 C -1.954 -2.255 2.204  N8 1.515, C10 1.528, H29 1.004, H30 1.074
10 C -1.027 -2.757 3.311  C9 1.528, C11 1.376, C15 1.485
11 C -0.499 -1.801 4.148  C10 1.376, C12 1.365, H31 1.124
12 C 0.442 -2.131 5.080  C11 1.365, C13 1.431, H32 1.165
13 C 0.860 -3.481 5.304  C12 1.431, C14 1.411, H33 1.109
14 C 0.327 -4.458 4.437  C13 1.411, C15 1.435, H34 1.121
15 C -0.609 -4.180 3.385  C10 1.485, C14 1.435, H35 1.060
16 N 0.459 -0.136 -0.281  C6 1.365, C17 1.289
17 C 1.299 0.492 -1.031  N16 1.289, N18 1.361, N21 1.305
18 N 2.391 0.968 -0.371  C17 1.361, C19 1.499, C20 1.479
19 C 3.487 1.635 -1.145  N18 1.499, H36 1.127, H37 1.124, H38 1.124
20 C 2.602 0.753 1.076  N18 1.479, H39 1.052, H40 1.088, H41 1.095
21 N 1.106 0.730 -2.300  C4 1.293, C17 1.305
22 H -2.289 0.711 -4.271  C1 1.067
23 H -1.699 0.422 -5.835  C1 1.068
24 H -1.760 -0.867 -4.819  C1 1.055
25 H 0.461 0.132 -6.237  C3 1.091
26 H 1.509 1.262 -5.386  C3 1.113
27 H 1.621 -0.430 -4.935  C3 1.088
28 H -1.545 -1.247 -2.741  C5 1.133
29 H -2.534 -2.957 1.781  C9 1.004
30 H -2.644 -1.436 2.289  C9 1.074
31 H -0.744 -0.720 3.964  C11 1.124
32 H 0.940 -1.205 5.582  C12 1.165
33 H 1.472 -3.755 6.187  C13 1.109
34 H 0.626 -5.505 4.708  C14 1.121
35 H -0.852 -4.837 2.590  C15 1.060
36 H 3.335 2.750 -1.075  C19 1.127
37 H 4.509 1.455 -0.714  C19 1.124
38 H 3.520 1.182 -2.173  C19 1.124
39 H 1.743 1.076 1.591  C20 1.052
40 H 3.480 1.235 1.501  C20 1.088
41 H 2.584 -0.289 1.412  C20 1.095